[1]
{"formula": "BH3O", "method": "ωB97M-V/def2-TZVPD", "smiles": "BO", "relative_energy_kj_mol": 7.1, "orbital_gap_ev": 11.6, "fmax_ev_per_a": 4.61, "symbols": ["B", "O", "H", "H", "H"], "coordinates": [[0.167, 0.054, -0.406], [-0.040, -0.079, 0.896], [-0.630, 0.426, -1.161], [1.324, -0.199, -0.635], [-0.822, -0.202, 1.305]], "forces_ev_per_angstrom": [[1.46, -0.08, -0.06], [3.79, -0.17, -0.48], [-0.70, 0.05, -0.60], [-0.28, 0.28, -0.58], [-4.28, -0.08, 1.72]]}

[2]
{"formula": "BH3OS", "method": "ωB97M-V/def2-TZVPD", "smiles": "BSO", "relative_energy_kj_mol": 307.6, "orbital_gap_ev": 9.2, "fmax_ev_per_a": 2.12, "symbols": ["B", "O", "S", "H", "H", "H"], "coordinates": [[-1.120, -0.378, -0.108], [2.080, 0.441, 0.222], [0.672, -0.438, 0.613], [-1.703, 0.531, -0.639], [1.811, 1.247, -0.255], [-1.741, -1.402, 0.167]], "forces_ev_per_angstrom": [[1.62, 0.57, 0.42], [-1.91, 0.64, -0.62], [-1.50, -1.49, -0.14], [0.58, -0.27, -0.06], [0.33, -0.14, 0.17], [0.88, 0.70, 0.23]]}

[3]
{"formula": "BH4NO2", "method": "ωB97M-V/def2-TZVPD", "relative_energy_kj_mol": 320.5, "orbital_gap_ev": 9.4, "fmax_ev_per_a": 5.88, "symbols": ["B", "N", "O", "O", "H", "H", "H", "H"], "coordinates": [[-0.174, 0.356, -0.443], [1.059, 0.044, 0.143], [-0.680, 1.034, -1.412], [-1.582, -0.667, 0.841], [1.898, 0.404, -0.175], [1.132, -0.435, 0.948], [-1.475, 1.487, -1.136], [-0.857, -0.806, 1.568]], "forces_ev_per_angstrom": [[-0.79, -3.41, 4.73], [-2.43, 1.66, -3.26], [-0.17, 0.94, -1.33], [4.50, 1.67, -0.38], [1.79, 0.87, -0.81], [0.07, -2.08, 3.03], [-0.66, 0.09, -0.15], [-2.32, 0.27, -1.82]]}

[4]
{"formula": "BaCl2O8", "method": "ωB97M-V/def2-TZVPD", "relative_energy_kj_mol": 199.4, "orbital_gap_ev": 7.7, "fmax_ev_per_a": 5.43, "symbols": ["Ba", "Cl", "O", "O", "O", "O", "Cl", "O", "O", "O", "O"], "coordinates": [[1.074, 1.767, -0.649], [-2.414, 0.737, -0.374], [-1.783, -0.555, -0.295], [-3.867, 0.760, -0.335], [-2.049, 1.272, 0.995], [-1.855, 1.519, -1.500], [2.181, -1.177, 0.412], [0.968, -1.813, 0.981], [2.345, -1.260, -1.071], [2.058, 0.332, 0.646], [3.342, -1.581, 1.190]], "forces_ev_per_angstrom": [[-2.53, 1.05, -1.38], [-1.12, 0.09, 5.31], [-0.33, -0.43, -2.03], [1.58, -0.47, -1.75], [0.86, 1.36, -2.36], [0.34, -0.09, 0.63], [-0.11, -2.06, 1.80], [2.49, 1.55, -2.15], [-0.57, 0.02, 2.50], [0.73, -1.43, 1.32], [-1.34, 0.43, -1.90]]}

[5]
{"formula": "BaCl2O8", "method": "ωB97M-V/def2-TZVPD", "relative_energy_kj_mol": 185.8, "orbital_gap_ev": 7.5, "fmax_ev_per_a": 4.58, "symbols": ["Ba", "Cl", "O", "O", "O", "O", "Cl", "O", "O", "O", "O"], "coordinates": [[-25.503, -4.734, 8.820], [-24.659, -8.548, 8.666], [-24.882, -7.370, 7.725], [-25.563, -9.639, 8.328], [-23.365, -9.057, 8.301], [-24.757, -7.967, 9.978], [-26.339, -0.533, 9.039], [-27.604, -0.243, 9.598], [-26.182, -0.158, 7.678], [-25.335, 0.171, 9.839], [-26.094, -1.975, 9.244]], "forces_ev_per_angstrom": [[0.09, -0.12, -0.08], [1.00, -1.47, -4.12], [-0.86, 0.54, 0.86], [-0.37, 2.04, 1.46], [0.15, 0.89, 1.40], [-0.35, -0.20, 0.69], [2.28, 2.88, 2.73], [-1.23, -0.25, -0.56], [-0.49, -0.79, -0.63], [-0.58, -1.02, -0.93], [0.35, -2.49, -0.82]]}

[6]
{"formula": "BaH20O10", "method": "ωB97M-V/def2-TZVPD", "total_charge": 2, "relative_energy_kj_mol": 33.7, "orbital_gap_ev": 11.9, "fmax_ev_per_a": 2.05, "symbols": ["Ba", "O", "H", "H", "O", "H", "H", "O", "H", "H", "O", "H", "H", "O", "H", "H", "O", "H", "H", "O", "H", "H", "O", "H", "H", "O", "H", "H", "O", "H", "H"], "coordinates": [[0.027, 0.162, -0.230], [2.773, 1.082, -0.008], [2.977, 1.889, 0.483], [3.334, 1.004, -0.765], [2.093, -1.887, 0.035], [2.860, -1.293, 0.029], [2.302, -2.544, 0.699], [-1.821, 0.345, 1.766], [-1.979, 0.473, 2.687], [-2.658, 0.040, 1.428], [-1.789, 2.295, -0.646], [-1.818, 3.133, -1.055], [-2.505, 2.256, 0.000], [-2.552, -0.981, -1.062], [-2.467, -1.685, -1.694], [-3.187, -0.407, -1.499], [1.036, -0.468, 2.331], [1.958, -0.348, 2.474], [0.787, -1.208, 2.850], [-0.858, -2.362, 0.918], [-1.296, -3.075, 0.464], [-1.404, -2.360, 1.710], [0.580, 1.291, -2.755], [-0.157, 1.742, -3.271], [1.420, 1.791, -2.855], [0.262, 2.394, 1.624], [0.783, 1.807, 2.145], [-0.554, 2.462, 2.114], [0.395, -1.799, -2.309], [1.284, -1.444, -2.496], [0.173, -2.306, -3.113]], "forces_ev_per_angstrom": [[-0.15, -0.51, -0.08], [-1.16, -0.26, 0.86], [0.30, -0.01, -0.36], [0.94, 0.36, -0.59], [0.39, 0.84, -0.40], [-0.07, -0.36, 0.12], [-0.06, -0.38, 0.12], [0.12, 0.06, -0.73], [-0.05, 0.19, 1.23], [-0.65, -0.38, -0.30], [-0.02, -1.91, 0.76], [-0.15, 1.61, -0.65], [0.05, 0.31, -0.15], [0.03, 0.79, 0.30], [0.22, -0.83, -0.37], [-0.27, 0.30, 0.02], [-0.70, 1.31, -0.79], [1.28, 0.04, 0.27], [-0.42, -1.14, 0.80], [-0.09, 0.21, 0.53], [0.06, -0.70, -0.90], [0.11, 0.40, 0.40], [-0.55, 0.90, -0.46], [1.75, -0.64, 0.75], [-1.10, -0.11, -0.34], [-0.05, 0.34, -1.08], [0.76, -0.64, 1.05], [-0.44, 0.30, 0.16], [0.29, 0.11, -0.56], [-0.46, -0.49, -0.04], [0.08, 0.29, 0.46]]}

[7]
{"formula": "BeH12O6", "method": "ωB97M-V/def2-TZVPD", "total_charge": 2, "relative_energy_kj_mol": 25.0, "orbital_gap_ev": 12.1, "fmax_ev_per_a": 2.77, "symbols": ["Be", "O", "H", "H", "O", "H", "H", "O", "H", "H", "O", "H", "H", "O", "H", "H", "O", "H", "H"], "coordinates": [[-0.481, -0.234, 0.168], [0.004, 1.145, 0.931], [-0.373, 1.868, 1.490], [0.980, 1.346, 0.876], [1.940, -1.097, 1.418], [2.848, -1.056, 1.038], [2.083, -0.625, 2.221], [-2.043, 0.145, -0.643], [-2.295, 1.064, -0.592], [-2.249, -0.043, -1.609], [-0.865, -1.429, 1.173], [-0.264, -2.064, 1.647], [-1.732, -1.618, 1.626], [0.516, -0.980, -0.955], [0.644, -1.923, -0.987], [1.163, -0.631, -1.623], [0.233, 1.715, -1.950], [0.202, 2.523, -1.512], [-0.320, 1.887, -2.719]], "forces_ev_per_angstrom": [[-0.41, -0.07, -1.01], [1.43, 1.14, 0.35], [-0.04, -0.90, -0.49], [-1.15, -0.40, 0.03], [0.85, 0.13, -1.28], [-0.78, -0.45, 0.10], [0.02, 0.38, 1.46], [0.40, -0.62, -1.24], [-0.28, 0.80, 0.38], [0.53, -0.30, 1.50], [-0.90, -1.77, 1.91], [0.07, 0.96, -0.78], [0.64, 0.60, -0.91], [0.61, 1.10, -0.98], [-0.10, -0.94, 0.31], [-0.97, 0.29, 0.76], [-0.38, -2.24, -0.95], [0.26, 2.44, 1.27], [0.18, -0.15, -0.44]]}

[8]
{"formula": "Br2Cu", "method": "ωB97M-V/def2-TZVPD", "total_charge": -1, "relative_energy_kj_mol": 0.0, "orbital_gap_ev": 7.8, "fmax_ev_per_a": 3.60, "symbols": ["Cu", "Br", "Br"], "coordinates": [[-25.085, 6.340, 1.555], [-26.148, 8.008, 0.702], [-25.904, 4.435, 1.712]], "forces_ev_per_angstrom": [[1.25, 1.28, 0.17], [-0.52, 2.19, -0.77], [-0.72, -3.47, 0.60]]}

[9]
{"formula": "Br2NO2S", "method": "ωB97M-V/def2-TZVPD", "total_charge": -1, "relative_energy_kj_mol": 84.5, "orbital_gap_ev": [7.0, 7.0], "fmax_ev_per_a": 4.39, "symbols": ["N", "O", "O", "S", "Br", "Br"], "coordinates": [[-0.023, -0.752, -0.675], [0.514, 0.690, 2.014], [0.691, 1.943, -0.138], [-0.144, 1.252, 0.778], [-1.505, -0.693, -1.812], [0.468, -2.440, -0.168]], "forces_ev_per_angstrom": [[0.49, 1.99, 0.24], [-1.36, 1.41, -2.58], [0.93, 0.99, -0.80], [0.55, -3.12, 3.04], [-0.57, -0.25, -0.28], [-0.04, -1.03, 0.38]]}

[10]
{"formula": "Br3HNP", "method": "ωB97M-V/def2-TZVPD", "relative_energy_kj_mol": 335.9, "orbital_gap_ev": 7.1, "fmax_ev_per_a": 7.66, "symbols": ["N", "P", "Br", "Br", "Br", "H"], "coordinates": [[-1.843, -0.434, -0.175], [0.357, -0.001, 0.030], [0.934, -0.878, 1.880], [1.221, 2.092, 0.296], [1.488, -1.131, -1.480], [-2.157, 0.351, -0.550]], "forces_ev_per_angstrom": [[5.50, -4.49, 2.87], [-3.68, 0.27, -0.73], [0.18, -0.44, 0.56], [-0.31, -1.02, -0.48], [0.02, 0.47, 0.25], [-1.70, 5.21, -2.47]]}

[11]
{"formula": "Br5HSi2", "method": "ωB97M-V/def2-TZVPD", "relative_energy_kj_mol": 193.9, "orbital_gap_ev": 7.1, "fmax_ev_per_a": 2.85, "symbols": ["Si", "Si", "Br", "Br", "Br", "Br", "Br", "H"], "coordinates": [[-1.699, 0.352, -0.134], [1.262, -0.762, 0.125], [-1.616, 1.929, -1.909], [-1.543, 1.642, 1.647], [2.120, 0.249, 2.042], [2.011, -2.854, 0.103], [2.244, 0.097, -1.791], [-2.780, -0.654, -0.083]], "forces_ev_per_angstrom": [[2.62, 0.92, -0.61], [-0.64, 1.43, -0.46], [-0.23, -1.68, 1.31], [-0.32, -0.30, -0.06], [-0.56, -0.58, -1.22], [-0.37, 0.17, 0.19], [-0.50, -0.22, 1.06], [0.00, 0.26, -0.21]]}

[12]
{"formula": "BrClFP", "method": "ωB97M-V/def2-TZVPD", "relative_energy_kj_mol": 304.3, "orbital_gap_ev": [8.4, 5.3], "fmax_ev_per_a": 1.21, "symbols": ["F", "P", "Cl", "Br"], "coordinates": [[0.351, 0.037, 1.983], [0.612, -0.234, 0.466], [-0.789, -1.488, -2.323], [-0.173, 1.685, -0.126]], "forces_ev_per_angstrom": [[-0.12, -0.68, 0.84], [-0.21, 0.27, -1.16], [0.29, 0.28, 0.87], [0.04, 0.13, -0.54]]}

[13]
{"formula": "BrClHIN2", "method": "ωB97M-V/def2-TZVPD", "relative_energy_kj_mol": 16.5, "orbital_gap_ev": 8.8, "fmax_ev_per_a": 2.69, "symbols": ["N", "N", "Cl", "Br", "I", "H"], "coordinates": [[-0.427, 0.557, -0.419], [0.379, 0.989, -1.227], [-1.706, 1.588, 0.145], [0.552, -1.895, 1.746], [1.724, -0.400, -1.817], [-0.523, -0.839, 1.572]], "forces_ev_per_angstrom": [[1.47, -1.36, -0.79], [-2.10, 1.23, 1.14], [0.06, 0.85, -0.28], [-1.41, 1.32, -0.08], [0.54, -0.59, -0.18], [1.45, -1.44, 0.19]]}

[14]
{"formula": "BrClIO3P", "method": "ωB97M-V/def2-TZVPD", "relative_energy_kj_mol": 0.0, "orbital_gap_ev": [6.1, 7.2], "fmax_ev_per_a": 7.00, "spin_multiplicity": 3, "symbols": ["O", "O", "O", "P", "Cl", "Br", "I"], "coordinates": [[1.198, 0.089, 1.039], [0.281, -0.987, -1.219], [-1.587, -0.065, 0.533], [0.202, 0.130, -0.017], [1.718, -1.942, -1.309], [-1.791, 0.633, 2.177], [-0.021, 2.141, -1.204]], "forces_ev_per_angstrom": [[-0.10, -0.16, -0.05], [0.41, -0.02, 0.69], [4.03, -1.77, -5.44], [-2.64, -1.07, -0.05], [-0.66, 0.51, 0.13], [-1.09, 2.00, 5.01], [0.05, 0.52, -0.27]]}

[15]
{"formula": "BrClNO3S", "method": "ωB97M-V/def2-TZVPD", "total_charge": -1, "relative_energy_kj_mol": 37.3, "orbital_gap_ev": [6.5, 6.5], "fmax_ev_per_a": 2.64, "symbols": ["N", "O", "O", "O", "S", "Cl", "Br"], "coordinates": [[-1.410, 0.139, 0.677], [-0.171, -0.113, -1.535], [-0.080, -1.820, 0.308], [0.955, 0.428, 0.609], [-0.168, -0.457, -0.135], [-1.946, 1.586, 0.029], [2.819, 0.237, 0.045]], "forces_ev_per_angstrom": [[1.00, -1.06, 0.18], [0.77, -0.51, 0.14], [0.92, -0.13, -0.48], [1.61, 0.07, -0.06], [-2.60, 0.25, 0.40], [-0.58, 1.35, -0.40], [-1.13, 0.03, 0.22]]}

[16]
{"formula": "BrFHN", "method": "ωB97M-V/def2-TZVPD", "relative_energy_kj_mol": 138.4, "orbital_gap_ev": [7.2, 8.0], "fmax_ev_per_a": 6.52, "spin_multiplicity": 3, "symbols": ["N", "F", "Br", "H"], "coordinates": [[-0.135, -0.048, -0.354], [-0.209, -1.285, 0.290], [1.433, 0.694, 0.162], [-1.088, 0.638, -0.097]], "forces_ev_per_angstrom": [[-6.45, -0.35, 0.91], [-1.12, -0.27, -0.69], [5.55, 2.96, 0.95], [2.01, -2.34, -1.17]]}

[17]
{"formula": "BrFHOP", "method": "ωB97M-V/def2-TZVPD", "relative_energy_kj_mol": 352.1, "orbital_gap_ev": [7.6, 7.4], "fmax_ev_per_a": 2.79, "symbols": ["O", "F", "P", "Br", "H"], "coordinates": [[0.512, -0.597, 0.329], [-1.097, -1.348, -2.245], [1.309, -1.226, -0.864], [1.886, 0.526, -2.050], [-0.110, 0.129, 0.195]], "forces_ev_per_angstrom": [[0.27, -0.56, 0.14], [2.28, 0.16, 1.31], [-2.29, 0.75, -1.41], [-0.12, -0.54, 0.18], [-0.14, 0.19, -0.22]]}

[18]
{"formula": "BrFHOPS", "method": "ωB97M-V/def2-TZVPD", "smiles": "O=P(=S)Br.F", "relative_energy_kj_mol": 166.1, "orbital_gap_ev": 8.5, "fmax_ev_per_a": 2.98, "symbols": ["O", "F", "P", "S", "Br", "H"], "coordinates": [[-0.710, 1.298, 1.410], [1.956, -1.136, 0.104], [-0.879, 0.943, 0.015], [-0.170, 1.902, -1.555], [-1.515, -1.146, -0.174], [1.318, -1.860, 0.200]], "forces_ev_per_angstrom": [[-0.51, 0.03, 0.52], [-1.53, -1.65, 0.22], [1.99, 0.89, -2.04], [-1.33, -1.39, 1.68], [-0.12, 0.44, -0.17], [1.51, 1.67, -0.21]]}

[19]
{"formula": "BrFe", "method": "ωB97M-V/def2-TZVPD", "total_charge": 2, "relative_energy_kj_mol": 1.3, "orbital_gap_ev": [11.4, 8.2], "fmax_ev_per_a": 0.72, "spin_multiplicity": 6, "symbols": ["Fe", "Br"], "coordinates": [[-0.415, -0.005, -0.992], [0.415, 0.005, 0.992]], "forces_ev_per_angstrom": [[-0.28, 0.00, -0.66], [0.28, 0.00, 0.66]]}

[20]
{"formula": "BrH10O5Pt", "method": "ωB97M-V/def2-TZVPD", "total_charge": 1, "relative_energy_kj_mol": 4.5, "orbital_gap_ev": [8.3, 7.9], "fmax_ev_per_a": 1.24, "spin_multiplicity": 3, "symbols": ["Pt", "Br", "O", "H", "H", "O", "H", "H", "O", "H", "H", "O", "H", "H", "O", "H", "H"], "coordinates": [[0.177, -0.250, 0.265], [1.885, -0.888, 2.118], [-0.284, -2.342, -0.399], [-0.362, -3.103, 0.187], [-0.406, -2.666, -1.296], [2.052, -0.012, -1.110], [2.378, -0.280, -1.976], [2.834, 0.064, -0.547], [-0.952, 0.763, -1.507], [-1.726, 1.331, -1.438], [-0.808, 0.625, -2.449], [-1.730, -0.045, 1.558], [-1.659, -0.062, 2.519], [-2.666, -0.140, 1.354], [0.406, 1.953, 0.893], [0.106, 2.513, 1.616], [0.753, 2.540, 0.213]], "forces_ev_per_angstrom": [[0.84, -0.05, 0.91], [-0.76, 0.12, -0.66], [-0.21, -0.34, -0.22], [0.16, 0.06, 0.21], [0.02, 0.03, -0.07], [0.23, 0.31, -0.07], [-0.14, -0.14, -0.08], [-0.03, -0.14, 0.25], [-0.22, 0.08, -0.27], [-0.05, 0.02, 0.11], [0.06, -0.05, -0.04], [-0.20, 0.10, 0.19], [0.19, -0.11, 0.06], [-0.02, -0.11, -0.13], [0.10, 0.36, -0.37], [-0.03, -0.18, 0.20], [0.07, 0.04, -0.01]]}